# 1
{"formula": "C9H14O", "method": "ωB97M-V/def2-TZVPD", "gap_ha": 0.355, "molar_mass_g_mol": 138.2, "multiplicity": 1, "smiles": "Cc1ccc(O)cc1.CC", "de_lowest_kcal_mol": 27.7, "energy_ev": -11606.4360, "elements": ["C", "C", "C", "C", "C", "O", "C", "C", "H", "H", "H", "H", "H", "H", "H", "H", "C", "C", "H", "H", "H", "H", "H", "H"], "positions_angstrom": [[-3.668, -1.091, 0.381], [-2.136, -1.200, 0.322], [-1.541, -2.454, 0.277], [-0.205, -2.725, 0.312], [0.594, -1.551, 0.368], [1.961, -1.808, 0.081], [0.063, -0.267, 0.444], [-1.322, -0.085, 0.574], [-3.939, -0.101, 0.676], [-4.145, -1.825, 1.063], [-4.142, -1.483, -0.539], [-2.217, -3.323, 0.227], [0.292, -3.672, 0.424], [2.155, -2.165, 0.959], [0.689, 0.611, 0.350], [-1.862, 0.827, 0.815], [2.890, 2.257, -1.110], [1.934, 3.347, -0.628], [3.229, 1.677, -0.220], [2.452, 1.535, -1.799], [3.826, 2.625, -1.557], [1.512, 3.132, 0.352], [1.114, 3.479, -1.356], [2.465, 4.258, -0.416]], "forces_ev_per_a": [[0.461, -1.911, -0.276], [-0.452, 0.565, 1.367], [-1.466, -2.079, -0.303], [0.548, 2.808, 0.828], [-0.048, -0.727, -1.906], [-0.865, 0.743, 1.628], [0.029, 0.038, 0.206], [-0.759, -1.522, -0.819], [-0.553, 0.571, -0.193], [0.685, 0.532, 0.369], [0.342, 1.022, -0.125], [0.170, 0.398, -0.016], [-0.279, -0.351, -0.423], [1.204, -0.184, -0.355], [0.319, -0.160, 0.296], [0.685, 0.283, -0.291], [0.845, -0.703, 1.070], [-0.347, -0.323, -0.299], [-0.149, 0.166, -0.628], [-0.129, 0.127, 0.040], [-0.466, 0.150, -0.055], [-0.322, -0.468, -0.107], [0.379, 0.363, 0.451], [0.168, 0.660, -0.459]]}

# 2
{"formula": "C9H14O", "method": "ωB97M-V/def2-TZVPD", "gap_ha": 0.335, "molar_mass_g_mol": 138.2, "multiplicity": 1, "smiles": "Cc1ccc(O)cc1.CC", "de_lowest_kcal_mol": 59.8, "energy_ev": -11605.0435, "elements": ["C", "C", "C", "C", "C", "O", "C", "C", "H", "H", "H", "H", "H", "H", "H", "H", "C", "C", "H", "H", "H", "H", "H", "H"], "positions_angstrom": [[1.881, 0.523, 2.061], [0.625, 0.215, 1.408], [-0.038, 1.187, 0.673], [-1.241, 1.114, -0.051], [-1.983, -0.100, 0.117], [-3.060, -0.179, -0.636], [-1.377, -1.064, 0.895], [-0.169, -0.989, 1.671], [2.352, 1.540, 2.054], [2.603, -0.251, 1.935], [1.730, 0.438, 3.139], [0.407, 2.111, 0.566], [-1.532, 2.084, -0.527], [-3.900, -0.364, 0.028], [-1.723, -2.147, 0.790], [0.184, -1.784, 2.231], [2.139, 0.147, -1.912], [2.073, -0.791, -3.182], [1.400, 0.980, -2.050], [3.256, 0.661, -1.853], [1.980, -0.313, -0.984], [1.176, -0.633, -3.759], [2.817, -0.562, -3.844], [2.272, -1.784, -2.714]], "forces_ev_per_a": [[1.308, 0.730, 2.529], [-3.488, -1.401, 0.424], [-1.032, -0.737, -1.193], [0.523, -0.609, 2.048], [3.837, 3.238, 0.044], [-5.770, -1.760, 1.719], [0.561, -3.604, 1.017], [-0.362, 4.489, -3.820], [-0.624, -0.831, -1.050], [0.923, -0.393, -0.662], [-0.280, -0.100, 0.323], [1.403, 1.864, -0.064], [-0.287, -1.457, 0.112], [3.046, 0.464, -2.737], [-0.303, 1.625, 0.429], [0.525, -1.498, 0.922], [2.273, 2.873, -2.647], [-0.730, -0.357, 3.637], [0.774, -0.598, 0.426], [-2.821, -1.209, -0.082], [-0.415, -0.854, 1.104], [-0.692, -0.631, 0.312], [2.273, 0.499, -1.525], [-0.640, 0.257, -1.264]]}

# 3
{"formula": "C9H14O2", "method": "ωB97M-V/def2-TZVPD", "gap_ha": 0.329, "molar_mass_g_mol": 154.2, "multiplicity": 1, "smiles": "Cc1ccc(O)cc1.CCO", "de_lowest_kcal_mol": 84.9, "energy_ev": -13651.9729, "elements": ["C", "C", "C", "C", "C", "O", "C", "C", "H", "H", "H", "H", "H", "H", "H", "H", "C", "C", "O", "H", "H", "H", "H", "H", "H"], "positions_angstrom": [[-0.974, -0.416, -3.494], [-0.021, 0.161, -2.356], [-0.066, 1.354, -1.630], [1.007, 1.616, -0.763], [1.813, 0.555, -0.224], [2.665, 0.531, 0.749], [1.728, -0.675, -0.855], [0.865, -0.838, -1.913], [-0.680, 0.111, -4.360], [-2.001, -0.144, -3.254], [-0.941, -1.555, -3.724], [-0.945, 1.958, -1.644], [0.937, 2.603, -0.393], [3.074, 1.416, 0.841], [2.559, -1.387, -0.386], [0.828, -1.820, -2.263], [-1.041, 0.458, 2.976], [-1.083, -1.028, 3.192], [-0.992, -1.670, 1.962], [-0.106, 0.784, 2.568], [-1.126, 1.108, 3.926], [-1.887, 0.753, 2.316], [-0.132, -1.264, 3.883], [-2.050, -1.162, 3.576], [-1.430, -1.449, 1.269]], "forces_ev_per_a": [[0.131, -0.102, 1.672], [-0.896, -3.014, -0.217], [1.233, -1.873, -0.883], [-0.537, -1.287, 1.324], [-2.795, 0.458, -4.161], [2.709, 2.417, 2.736], [1.762, -0.581, 1.048], [0.546, 0.822, 1.006], [0.036, 0.423, -1.348], [-0.133, -0.074, -0.190], [0.312, 2.040, 0.860], [-0.057, 0.952, -0.493], [0.546, 0.842, 1.060], [-0.297, -0.657, 0.359], [-2.374, 0.873, -1.517], [-0.232, -1.245, -1.207], [-0.689, 2.130, 1.113], [2.230, 1.668, 0.190], [5.872, -4.219, 6.532], [0.528, 0.063, -0.694], [-0.165, -1.285, -1.094], [0.606, -0.007, 0.276], [-2.504, -0.279, -1.531], [-1.042, -1.138, 1.483], [-4.790, 3.072, -6.321]]}

# 4
{"formula": "C9H14O2", "method": "ωB97M-V/def2-TZVPD", "gap_ha": 0.296, "molar_mass_g_mol": 154.2, "multiplicity": 1, "de_lowest_kcal_mol": 223.3, "energy_ev": -13645.9738, "elements": ["C", "C", "C", "C", "C", "C", "C", "C", "C", "O", "O", "H", "H", "H", "H", "H", "H", "H", "H", "H", "H", "H", "H", "H", "H"], "positions_angstrom": [[-1.736, 1.133, 0.586], [-0.903, 1.959, 0.744], [-0.820, -1.560, -0.534], [1.246, 2.243, 1.630], [2.222, 3.399, 1.746], [-1.580, -0.174, -2.399], [0.048, -3.336, 0.381], [-0.468, -1.123, -1.957], [0.325, -1.883, 0.367], [1.429, 1.087, 1.773], [0.058, 2.712, 1.188], [-3.039, 0.955, 0.945], [1.772, 4.358, 1.324], [2.952, 3.049, 0.955], [2.610, 3.472, 2.747], [-2.094, -0.593, -3.355], [-1.329, 0.859, -2.536], [-2.288, -0.056, -1.621], [-0.621, -3.508, -0.470], [1.029, -3.927, 0.381], [-0.362, -3.709, 1.335], [-0.311, -2.057, -2.582], [0.471, -0.522, -2.052], [0.026, -1.417, 1.345], [1.363, -1.362, 0.058]], "forces_ev_per_a": [[-7.423, -1.760, 1.165], [1.928, 0.739, 1.398], [0.639, 0.294, -0.724], [0.380, 0.514, 0.114], [-0.504, -0.101, -2.375], [-1.207, -1.446, -2.651], [2.174, -2.578, 0.822], [0.680, 0.364, 0.688], [0.484, 4.459, 0.524], [0.587, -0.898, 0.383], [-0.839, 1.863, -1.178], [5.036, 0.162, -1.780], [0.526, -1.284, 1.004], [-0.048, 0.682, 1.270], [0.415, 0.107, 0.082], [0.628, 1.015, 1.616], [0.939, 0.427, -0.614], [-1.074, -0.566, 0.687], [0.158, -1.175, 0.171], [-1.261, 0.666, -0.881], [-0.543, 0.526, -0.623], [-0.459, 1.032, 0.593], [-0.047, -0.816, 0.391], [0.670, -0.398, -0.642], [-1.838, -1.828, 0.559]]}

# 5
{"formula": "C9H14O2", "method": "ωB97M-V/def2-TZVPD", "gap_ha": 0.334, "molar_mass_g_mol": 154.2, "multiplicity": 1, "smiles": "CCc1ccc(O)cc1.CO", "de_lowest_kcal_mol": 71.3, "energy_ev": -13652.5658, "elements": ["C", "C", "C", "C", "C", "C", "O", "C", "C", "H", "H", "H", "H", "H", "H", "H", "H", "H", "H", "C", "O", "H", "H", "H", "H"], "positions_angstrom": [[-1.553, 2.007, 0.612], [-1.123, 1.035, -0.440], [0.428, 0.790, -0.492], [1.473, 1.391, 0.293], [2.746, 0.897, 0.007], [3.098, -0.328, -0.691], [4.388, -0.816, -0.837], [2.111, -0.802, -1.506], [0.802, -0.309, -1.348], [-0.867, 2.108, 1.453], [-2.492, 1.573, 0.958], [-1.856, 2.960, 0.296], [-1.631, 0.194, -0.491], [-1.216, 1.576, -1.413], [1.352, 2.219, 0.909], [3.642, 1.300, 0.433], [5.068, -0.214, -0.599], [2.374, -1.585, -2.311], [-0.014, -0.623, -2.075], [-2.960, -2.092, 0.888], [-2.118, -2.163, 2.057], [-2.308, -2.360, 0.092], [-3.256, -1.064, 0.662], [-3.725, -2.847, 0.985], [-2.361, -2.849, 2.555]], "forces_ev_per_a": [[-1.047, -1.509, 1.372], [5.259, 5.611, -1.805], [0.226, -2.243, 0.467], [-0.346, -2.647, -3.417], [1.605, -2.124, 0.600], [-0.327, 2.993, -0.083], [-1.755, -0.857, -0.246], [-0.905, -1.830, -1.389], [-0.864, 1.360, -0.625], [-0.088, -0.142, 0.002], [-0.057, 0.201, 0.776], [0.096, 1.407, -0.809], [-2.229, -4.038, 0.025], [-0.563, -0.587, 0.327], [-0.291, 1.305, 0.968], [0.145, 0.796, 0.690], [0.597, 1.079, 0.556], [-0.630, 1.200, 1.494], [1.183, 0.018, 1.095], [1.341, -0.194, 0.839], [1.117, 4.673, -3.006], [0.315, -0.445, -1.116], [-0.532, -0.213, 0.577], [-0.728, 0.283, -0.275], [-1.522, -4.095, 2.984]]}